{
  "formula": "C30H52Br14F12FeO8",
  "method": "wB97M-V/def2-TZVPD",
  "orbital_gap_ev": 3.63,
  "relative_energy_kj_mol": 0.0,
  "charge": -2,
  "energy_ev": -1095923.137,
  "multiplicity": 5,
  "lumo_ha": 0.09968,
  "species": ["Fe", "C", "O", "O", "C", "F", "F", "F", "C", "C", "H", "H", "H", "H", "H", "H", "C", "O", "O", "C", "F", "F", "F", "C", "C", "H", "H", "H", "H", "H", "H", "C", "O", "O", "C", "F", "F", "F", "C", "C", "H", "H", "H", "H", "H", "H", "C", "O", "O", "C", "F", "F", "F", "C", "C", "H", "H", "H", "H", "H", "H", "Br", "C", "C", "Br", "H", "H", "H", "H", "Br", "C", "C", "Br", "H", "H", "H", "H", "Br", "C", "C", "Br", "H", "H", "H", "H", "Br", "C", "C", "Br", "H", "H", "H", "H", "Br", "C", "C", "Br", "H", "H", "H", "H", "Br", "C", "C", "Br", "H", "H", "H", "H", "Br", "C", "C", "Br", "H", "H", "H", "H"],
  "xyz": [[-1.495, -0.467, 0.423], [-3.708, -1.993, 0.221], [-2.752, -1.537, -0.780], [-2.932, -1.856, 1.390], [-5.112, -1.295, -0.021], [-6.002, -1.528, 0.990], [-5.048, 0.051, -0.180], [-5.648, -1.802, -1.135], [-2.922, -1.955, -2.080], [-1.774, -1.434, -2.921], [-1.521, -0.380, -2.802], [-0.875, -2.038, -2.799], [-1.938, -1.499, -3.996], [-3.806, -1.544, -2.569], [-3.017, -3.039, -2.140], [-3.792, -3.066, 0.049], [-1.930, -5.169, 3.131], [-1.294, -4.259, 2.204], [-2.173, -4.282, 4.114], [-3.144, -5.964, 2.491], [-2.635, -6.899, 1.671], [-3.853, -6.544, 3.476], [-3.978, -5.216, 1.798], [-0.787, -4.838, 0.979], [0.484, -4.024, 0.508], [1.223, -3.678, 1.231], [0.919, -4.528, -0.355], [0.056, -3.127, 0.061], [-1.517, -4.935, 0.175], [-0.367, -5.843, 1.002], [-1.018, -5.741, 3.305], [0.711, -1.064, 3.299], [-0.037, -1.966, 4.109], [-0.219, -0.955, 2.221], [1.166, 0.279, 3.988], [0.187, 0.652, 4.836], [2.315, 0.216, 4.702], [1.381, 1.218, 3.066], [0.588, -2.551, 5.306], [-0.346, -2.298, 6.495], [-1.365, -2.518, 6.178], [-0.014, -2.782, 7.413], [-0.448, -1.229, 6.681], [1.652, -2.398, 5.487], [0.654, -3.608, 5.050], [1.551, -1.623, 2.887], [-0.745, 1.739, -1.086], [0.015, 0.579, -0.640], [-2.035, 1.307, -0.685], [-0.126, 3.071, -0.514], [1.220, 3.121, -0.767], [-0.708, 4.175, -1.085], [-0.324, 3.290, 0.770], [1.100, 0.195, -1.549], [1.851, -0.907, -0.883], [2.127, -0.704, 0.152], [1.414, -1.899, -0.996], [2.862, -0.941, -1.289], [1.810, 0.984, -1.794], [0.790, -0.213, -2.512], [-0.749, 1.879, -2.167], [0.899, 3.816, -4.041], [1.182, 5.688, -3.413], [2.414, 5.781, -2.399], [2.692, 7.627, -1.789], [0.253, 6.021, -2.951], [1.486, 6.394, -4.186], [3.366, 5.511, -2.856], [2.229, 5.207, -1.491], [-5.092, 5.299, 0.011], [-3.598, 4.499, 0.932], [-4.112, 3.419, 1.937], [-2.604, 2.325, 2.600], [-2.868, 5.263, 1.201], [-3.087, 3.955, 0.137], [-4.806, 2.742, 1.440], [-4.728, 3.730, 2.780], [4.023, -0.985, -3.844], [3.584, -1.588, -5.625], [2.940, -2.957, -5.520], [1.106, -2.948, -4.709], [4.377, -1.686, -6.366], [3.013, -0.817, -6.141], [3.587, -3.464, -4.803], [2.763, -3.490, -6.454], [4.888, -3.126, 0.196], [4.137, -4.786, -0.544], [3.676, -4.487, -1.962], [2.983, -6.185, -2.874], [3.306, -5.109, 0.083], [4.953, -5.508, -0.549], [4.526, -4.198, -2.580], [2.983, -3.651, -2.050], [4.553, 0.284, 0.910], [5.488, 1.651, -0.098], [4.669, 2.225, -1.239], [5.449, 3.898, -1.877], [6.456, 1.264, -0.417], [5.700, 2.472, 0.585], [3.610, 2.323, -1.001], [4.731, 1.472, -2.024], [-3.326, 4.185, -6.072], [-2.827, 3.984, -4.165], [-3.925, 3.191, -3.277], [-4.006, 1.326, -4.027], [-2.570, 4.927, -3.683], [-1.897, 3.431, -4.300], [-4.935, 3.600, -3.256], [-3.542, 2.965, -2.281], [-1.838, 5.744, 4.116], [0.005, 5.657, 4.911], [0.496, 4.250, 4.626], [2.427, 4.284, 5.133], [-0.030, 5.969, 5.955], [0.662, 6.383, 4.433], [0.318, 4.093, 3.563], [-0.057, 3.506, 5.200]],
  "lowdin_spin": [3.7606, 0.0068, 0.0319, 0.0494, 0.0006, 0.0003, -0.0001, 0.0002, 0.0055, -0.0008, -0.0001, -0.0003, 0.0000, 0.0008, 0.0008, 0.0006, 0.0000, -0.0001, 0.0001, 0.0000, 0.0000, 0.0000, 0.0001, -0.0001, -0.0012, 0.0000, 0.0000, -0.0012, 0.0000, 0.0000, 0.0000, 0.0072, 0.0013, 0.0578, 0.0007, 0.0000, 0.0003, -0.0003, 0.0007, 0.0001, 0.0000, 0.0000, 0.0000, 0.0000, 0.0000, 0.0006, 0.0089, 0.0195, 0.0450, 0.0012, 0.0005, 0.0005, 0.0001, 0.0030, -0.0013, -0.0002, -0.0006, 0.0000, 0.0009, 0.0001, 0.0009, 0.0000, 0.0000, 0.0000, 0.0000, 0.0000, 0.0000, 0.0000, 0.0000, 0.0000, 0.0001, -0.0001, -0.0018, 0.0000, 0.0002, 0.0000, 0.0000, 0.0000, 0.0000, 0.0000, 0.0000, 0.0000, 0.0000, 0.0000, 0.0000, 0.0000, 0.0000, 0.0000, 0.0000, 0.0000, 0.0000, 0.0000, 0.0000, 0.0000, 0.0000, 0.0000, 0.0000, 0.0000, 0.0000, 0.0000, 0.0000, 0.0000, 0.0000, 0.0004, 0.0001, 0.0000, 0.0000, 0.0000, 0.0005, 0.0000, 0.0000, 0.0000, 0.0000, 0.0000, 0.0000, 0.0000, 0.0000]
}

***

{
  "formula": "C22H31N4O2",
  "method": "wB97M-V/def2-TZVPD",
  "orbital_gap_ev": 9.01,
  "relative_energy_kj_mol": 0.0,
  "charge": 1,
  "energy_ev": -33368.022,
  "multiplicity": 1,
  "lumo_ha": -0.07377,
  "species": ["C", "H", "H", "C", "N", "C", "H", "C", "N", "C", "N", "H", "H", "N", "C", "C", "C", "C", "C", "C", "H", "H", "H", "H", "C", "H", "H", "C", "O", "H", "C", "O", "C", "C", "C", "C", "C", "C", "H", "H", "H", "H", "H", "H", "H", "H", "H", "H", "H", "C", "C", "H", "H", "H", "H", "H", "H", "H", "H"],
  "xyz": [[5.613, 0.835, 1.418], [6.458, 0.541, 0.801], [5.903, 0.730, 2.460], [4.398, -0.049, 1.142], [3.834, 0.049, -0.208], [3.215, 1.348, -0.476], [3.144, 1.922, 0.451], [1.801, 1.218, -1.064], [0.806, 0.808, -0.095], [0.701, -0.441, 0.407], [1.592, -1.386, 0.178], [1.386, -2.336, 0.450], [2.536, -1.065, -0.133], [-0.421, -0.549, 1.150], [-1.083, 0.676, 1.110], [-2.266, 1.101, 1.684], [-2.657, 2.405, 1.435], [-1.885, 3.259, 0.654], [-0.692, 2.844, 0.089], [-0.301, 1.537, 0.325], [-0.099, 3.517, -0.508], [-2.223, 4.268, 0.485], [-3.580, 2.767, 1.858], [-2.871, 0.447, 2.289], [-0.864, -1.729, 1.850], [-0.032, -2.147, 2.424], [-1.657, -1.428, 2.532], [-1.408, -2.830, 0.920], [-0.304, -3.475, 0.320], [-0.603, -4.252, -0.164], [-2.358, -2.242, -0.136], [-3.385, -1.583, 0.556], [-4.255, -0.782, -0.147], [-4.199, -0.557, -1.514], [-5.114, 0.301, -2.105], [-6.083, 0.931, -1.349], [-6.147, 0.693, 0.015], [-5.240, -0.157, 0.615], [-5.285, -0.363, 1.673], [-6.908, 1.168, 0.614], [-6.792, 1.595, -1.818], [-5.065, 0.468, -3.171], [-3.464, -1.047, -2.135], [-1.798, -1.548, -0.780], [-2.760, -3.048, -0.766], [-1.970, -3.535, 1.547], [1.488, 2.187, -1.454], [1.801, 0.494, -1.883], [3.819, 1.930, -1.181], [4.786, -0.369, -1.240], [4.111, -0.744, -2.554], [4.853, -1.177, -3.219], [3.328, -1.482, -2.394], [3.691, 0.126, -3.051], [5.532, 0.413, -1.434], [5.310, -1.247, -0.854], [3.599, 0.200, 1.847], [4.671, -1.095, 1.306], [5.392, 1.883, 1.229]],
  "nbo_charge": [-0.6358, 0.2150, 0.2313, -0.2071, -0.4859, -0.2355, 0.2167, -0.2292, -0.3727, 0.6586, -0.8136, 0.4423, 0.4521, -0.3577, 0.1059, -0.2120, -0.1983, -0.1798, -0.2579, 0.1881, 0.2276, 0.2298, 0.2321, 0.2341, -0.2376, 0.2307, 0.2497, 0.0772, -0.7415, 0.4961, -0.0891, -0.5366, 0.3758, -0.3298, -0.1792, -0.2303, -0.1822, -0.2880, 0.2215, 0.2230, 0.2236, 0.2212, 0.2174, 0.1763, 0.1915, 0.1915, 0.2333, 0.2243, 0.2106, -0.2165, -0.6209, 0.2352, 0.2047, 0.2024, 0.1859, 0.2069, 0.1942, 0.2030, 0.2075]
}

***

{
  "formula": "CHIOS2",
  "method": "wB97M-V/def2-TZVPD",
  "orbital_gap_ev": [6.30, 6.30],
  "relative_energy_kj_mol": 557.4,
  "energy_ev": -32865.872,
  "multiplicity": 1,
  "lumo_ha": [-0.09313, -0.09311],
  "species": ["C", "O", "S", "S", "I", "H"],
  "xyz": [[-0.299, 0.084, 0.005], [0.453, -0.989, 0.074], [-0.250, 1.317, -1.315], [-0.431, 1.554, 0.791], [2.592, -1.061, 0.011], [-2.066, -0.906, 0.433]],
  "nbo_charge": [-0.0195, -0.6555, 0.0852, 0.2059, 0.3392, 0.0447]
}

***

{
  "formula": "C3H3FO2",
  "method": "wB97M-V/def2-TZVPD",
  "orbital_gap_ev": 10.09,
  "relative_energy_kj_mol": 326.3,
  "energy_ev": -9968.178,
  "multiplicity": 1,
  "lumo_ha": 0.02494,
  "species": ["C", "C", "C", "O", "O", "F", "H", "H", "H"],
  "xyz": [[-1.006, -0.595, -0.418], [1.930, 0.054, 0.181], [-1.659, -0.257, 0.624], [-0.678, -0.875, -1.510], [1.714, 0.827, -0.873], [1.121, 0.440, 1.187], [-1.917, -0.950, 1.293], [2.116, 0.615, -1.696], [-1.621, 0.741, 1.213]],
  "nbo_charge": [0.7032, 0.5275, -0.7631, -0.4748, -0.6943, -0.3500, 0.2516, 0.5226, 0.2773]
}

***

{
  "formula": "C7H28FNNiO10",
  "method": "wB97M-V/def2-TZVPD",
  "orbital_gap_ev": [8.13, 7.43],
  "energy_ev": -73430.562,
  "multiplicity": 3,
  "lumo_ha": [-0.03640, -0.06181],
  "species": ["Ni", "N", "O", "O", "O", "F", "C", "O", "H", "H", "H", "H", "C", "O", "H", "H", "H", "H", "C", "O", "H", "H", "H", "H", "C", "O", "H", "H", "H", "H", "C", "O", "H", "H", "H", "H", "C", "O", "H", "H", "H", "H", "C", "O", "H", "H", "H", "H"],
  "xyz": [[1.278, 1.533, -2.581], [-0.092, 0.778, 0.170], [0.127, 0.357, 1.335], [-1.225, 1.183, -0.054], [0.862, 0.763, -0.667], [-0.560, 1.947, -2.810], [-3.053, -0.384, -2.513], [-3.886, 0.750, -2.316], [-3.556, -1.220, -2.012], [-2.983, -0.640, -3.575], [-2.093, -0.256, -2.019], [-4.789, 0.432, -2.381], [1.477, -0.399, 5.021], [0.907, 0.250, 6.134], [1.034, -0.057, 4.082], [2.560, -0.296, 4.986], [1.345, -1.486, 5.087], [0.000, -0.054, 6.207], [3.731, 0.257, -1.101], [3.418, 1.053, -2.258], [4.761, -0.096, -1.110], [3.506, 0.861, -0.223], [3.091, -0.623, -1.075], [4.221, 1.435, -2.619], [0.007, -2.733, -0.513], [0.203, -4.145, -0.492], [0.515, -2.258, 0.323], [0.312, -2.177, -1.403], [-1.075, -2.631, -0.391], [-0.297, -4.522, -1.221], [-0.003, -1.200, -3.803], [1.132, -0.608, -3.154], [-0.762, -0.461, -4.042], [0.295, -1.717, -4.716], [-0.561, -1.946, -3.236], [1.742, -1.287, -2.852], [-4.346, 0.776, 1.069], [-4.623, 2.040, 0.487], [-4.985, 0.033, 0.579], [-3.353, 0.392, 0.828], [-4.443, 0.791, 2.154], [-4.970, 2.623, 1.163], [2.602, 2.498, 2.681], [2.921, 1.161, 2.345], [1.592, 2.519, 3.095], [3.224, 3.048, 3.390], [2.677, 3.075, 1.753], [2.115, 0.641, 2.250]],
  "nbo_charge": [1.5957, 0.7209, -0.5294, -0.4000, -0.6696, -0.7945, -0.2472, -0.7005, 0.1494, 0.1428, 0.1986, 0.4563, -0.2494, -0.7204, 0.1653, 0.1864, 0.1543, 0.4638, -0.2601, -0.8097, 0.1870, 0.2300, 0.1894, 0.5089, -0.2579, -0.7213, 0.2041, 0.1401, 0.1731, 0.4597, -0.2689, -0.7815, 0.2329, 0.1746, 0.1837, 0.5008, -0.2510, -0.7157, 0.1484, 0.1951, 0.1606, 0.4608, -0.2470, -0.7636, 0.1822, 0.1736, 0.1503, 0.4990]
}